# 1
Molecular formula: C39H34ClN3RuSSi2
Method: DFT, ωB97M-V with the def2-TZVPD basis set

Its expectation value of S² is 8.777. The relative energy (zero: lowest compared OMol25 entry of this formula, charge and spin) is 175.90 kJ/mol. Its charge is +1. For the HOMO-LUMO gap (alpha / beta), the calculation gives 5.60 / 7.30 eV. The LUMO energy (alpha / beta) comes out at -3.0902 / -3.5410 eV. As for the spin multiplicity: 6. As for the HOMO energy (alpha / beta): -8.7 / -10.8 eV.

XYZ file:
```
81
Properties=species:S:1:pos:R:3:forces:R:3:lowdin_spin:R:1
Ru 0.0672 -1.5560 1.2318 -0.7 1.1 -2.2 2.8532
Cl -2.4497 -2.7789 -2.3523 -0.1 -0.4 -0.6 0.0169
S -2.3987 -2.1350 5.0876 0.4 0.0 -0.9 0.0213
Si -1.6275 -1.0850 -1.5711 3.0 -0.6 0.0 0.0799
Si -0.7464 2.4877 -0.0072 -1.4 -0.2 -1.4 0.4902
N -0.6765 -3.4891 0.6960 -1.3 -2.0 0.3 0.0797
N -1.5604 -5.3481 1.4994 -0.6 -0.2 0.3 0.0093
N -1.3060 -1.8839 2.7571 -2.0 0.4 3.5 0.0646
C 0.4910 1.5133 2.1520 -0.2 1.2 -0.1 0.0600
C -0.2182 -4.5716 -0.1049 -0.3 0.4 0.9 0.0099
C 0.5351 3.7879 -3.7534 -0.3 0.2 0.3 0.0019
C 0.8178 -4.6329 -1.0524 -0.4 -0.6 0.1 0.0002
C -1.3852 6.2851 2.6076 0.3 -0.3 0.0 0.0085
C -1.8392 -3.1932 2.7962 -0.2 2.3 1.7 0.0084
C -1.8536 3.4583 -3.8952 -0.4 0.2 0.0 -0.0008
C -0.6541 3.8439 -4.4872 0.5 -0.2 0.3 0.0071
C -1.1578 3.9933 0.9954 -0.4 0.5 0.3 0.0749
C 1.0313 0.4738 -5.2139 -0.5 0.1 0.2 0.0006
C 0.5068 3.4152 -2.4082 -0.2 -0.1 -0.4 0.0149
C 2.1706 -2.3769 0.8499 1.3 -0.5 1.4 0.1304
C 1.3530 2.0798 3.0792 0.6 -0.3 -0.4 0.0043
C -0.7693 -5.7486 0.4157 0.7 0.4 0.8 0.0038
C 0.7275 1.7714 0.7856 1.0 -1.1 -0.2 0.1055
C -1.4853 -3.9906 1.6463 1.8 -1.4 -2.0 0.0135
C 2.9184 2.6021 1.2837 0.4 -0.4 -0.4 0.0110
C 0.7719 -7.0761 -0.8501 -0.8 0.2 0.8 0.0000
C 1.7021 0.2554 -4.0045 -0.4 -0.3 0.0 -0.0001
C 2.0558 2.0436 0.3404 -0.8 0.9 0.7 0.0336
C -0.4066 -0.2628 -2.8563 -1.2 0.0 -0.4 0.0103
C 2.0724 -1.0789 1.4777 0.6 -0.3 0.3 0.0440
C 0.9969 -0.1252 -2.8456 -0.2 -0.1 -0.1 0.0013
C -0.6948 3.0069 -1.8240 -0.2 -0.2 0.5 0.0690
C -0.6819 5.2357 0.5322 -0.2 -0.1 0.4 0.0198
C -1.8928 3.0296 -2.5702 0.7 0.1 0.0 0.0215
C -1.8913 5.0588 3.0492 -0.3 0.0 0.0 -0.0008
C 1.9738 -3.3614 1.8907 0.3 -0.1 -1.2 0.2083
C -0.2424 -7.0059 0.1177 -0.1 -0.3 -0.7 0.0020
C -0.3667 0.3970 -5.2262 0.1 -0.1 0.2 0.0004
C 1.2948 -5.9034 -1.4073 0.0 1.0 -0.3 0.0011
C 2.5316 2.6798 2.6253 0.3 -0.5 0.5 0.0313
C 1.5300 -2.7160 3.0503 -0.1 0.8 0.7 0.2103
C -1.5146 -1.2138 3.9277 -0.5 -2.2 -2.1 0.0441
C -2.4773 -3.4489 3.9914 0.6 -0.2 -1.4 0.0027
C -1.0604 0.0308 -4.0604 0.2 0.2 -0.7 0.0028
C -0.7713 6.3618 1.3580 -0.2 0.1 -0.2 0.0020
C 1.4870 -1.2814 2.7964 2.2 -0.8 0.8 0.0682
C -1.8308 3.9302 2.2360 0.5 0.4 -0.5 0.0200
H 1.3410 -0.5154 3.5559 0.2 -0.3 -0.3 0.0059
H 3.8912 2.9984 0.9532 -0.4 -0.4 0.3 0.0004
H -0.4577 1.0542 2.4706 0.3 0.6 -0.2 0.0193
H -1.2225 -0.1866 4.1089 0.1 -0.2 -0.1 0.0019
H 2.3332 1.9339 -0.7176 -0.2 0.4 0.5 0.0010
H -2.8291 2.7004 -2.1078 0.3 0.2 -0.2 0.0083
H 1.1655 -8.0351 -1.1646 0.0 0.1 0.2 0.0000
H -0.6305 -7.8875 0.6281 0.2 0.1 -0.3 0.0003
H -2.0711 -5.9904 2.0980 0.2 0.3 -0.2 0.0007
H -0.6190 4.1728 -5.5228 -0.1 -0.1 0.2 0.0005
H -2.9396 -4.3960 4.1621 -0.3 -0.2 0.7 0.0005
H 2.1522 -4.4426 1.7659 -0.4 0.7 0.0 0.0082
H -2.7759 3.5172 -4.4731 0.2 -0.1 0.1 -0.0002
H -0.2806 5.3282 -0.4845 0.0 -0.1 0.5 0.0011
H 2.7855 0.3582 -3.9952 -0.2 -0.1 0.2 0.0000
H 2.1172 -5.9781 -2.1256 -0.4 0.1 0.2 0.0000
H -2.3679 4.9896 4.0258 0.0 0.1 -0.2 -0.0002
H -2.3359 3.0027 2.5118 0.3 0.2 0.2 0.0083
H -2.1470 -0.0669 -4.1218 0.2 0.1 0.0 0.0004
H -0.5147 -1.6646 -0.6354 -0.5 0.7 -0.5 0.0309
H 1.4148 3.4370 -1.8003 -0.2 0.0 -0.4 0.0010
H 2.4994 -2.5788 -0.1708 0.1 0.2 0.5 0.0084
H -1.4753 7.1736 3.2393 0.1 -0.3 -0.2 0.0005
H 1.0993 2.0785 4.1298 0.2 -0.1 0.1 -0.0003
H 2.4873 -0.1577 1.0894 -0.3 -0.2 0.0 0.0097
H 1.5561 -0.3623 -1.9469 0.0 0.1 0.1 0.0009
H 1.4844 4.0701 -4.1882 0.0 0.1 -0.2 0.0002
H 1.2694 -3.2029 4.0108 0.1 0.4 -0.8 0.0103
H -0.3722 7.3131 1.0086 -0.2 -0.2 0.1 0.0002
H 1.2197 -3.7159 -1.4564 0.1 -0.1 -0.1 0.0000
H -0.9152 0.6169 -6.1474 0.2 -0.2 0.4 0.0001
H -2.7525 -0.7974 -0.7051 -0.2 1.2 0.1 0.0193
H 3.2430 3.0480 3.3641 -0.3 0.3 -0.2 0.0014
H 1.5709 0.7073 -6.1450 -0.2 -0.1 0.6 0.0001
```
Forces are in eV/Å.



# 2
Molecular formula: C39H34ClN3RuSSi2
Method: DFT, ωB97M-V with the def2-TZVPD basis set

Its expectation value of S² is 8.791. The relative energy (zero: lowest compared OMol25 entry of this formula, charge and spin) is 0.00 kJ/mol. Its charge is +1. For the HOMO-LUMO gap (alpha / beta), the calculation gives 3.84 / 5.43 eV. The LUMO energy (alpha / beta) comes out at -3.3235 / -5.2194 eV. As for the spin multiplicity: 6. As for the HOMO energy (alpha / beta): -7.2 / -10.7 eV.

XYZ file:
```
81
Properties=species:S:1:pos:R:3:forces:R:3:lowdin_spin:R:1
Ru 2.2631 -1.0804 0.8360 0.3 -0.7 3.2 2.8324
Cl -1.7587 1.7752 1.4693 0.0 -0.1 0.0 0.0162
S 3.1512 1.9940 4.3010 -0.6 -0.9 -0.5 0.0790
Si -3.4270 2.5065 0.4652 -0.8 0.6 0.4 0.0021
Si 0.1739 -0.2669 0.2661 -2.0 0.2 -1.3 0.1940
N 4.1533 -2.8123 4.2347 0.4 -0.1 0.9 0.0830
N 2.9711 -2.4669 2.3923 -0.9 -0.7 -1.1 0.2060
N 2.5612 0.1138 2.6480 -0.5 2.1 0.5 0.1022
C -5.8855 1.2597 -0.0577 0.2 0.1 -0.4 0.0001
C 3.8066 -6.0521 1.7034 -0.1 0.2 0.0 0.0138
C -3.5143 5.4020 -2.5098 0.1 0.0 0.2 0.0000
C -6.4922 0.1144 -2.1066 0.3 0.1 0.2 0.0000
C 3.2790 -0.4816 3.6729 0.5 -1.4 -0.3 0.0989
C -1.5310 -3.0654 -2.2725 0.0 0.0 0.0 0.0000
C -1.5438 5.8413 -1.1909 0.0 0.0 0.0 0.0000
C -0.1316 2.6096 -2.7711 -0.1 0.0 -0.1 0.0027
C -2.9593 3.9367 -0.6335 0.2 0.4 -0.1 0.0002
C -6.8553 0.6800 -0.8803 0.0 -0.1 0.0 0.0000
C 4.8303 -5.2006 3.7556 -0.3 -0.4 -0.1 0.0157
C -1.0349 -1.4445 -0.5435 0.4 0.0 0.3 0.0270
C 3.3216 -3.8164 2.4188 0.4 0.1 0.1 0.0105
C -5.1456 0.1124 -2.4891 0.1 0.1 0.2 0.0000
C 0.9278 3.4755 -2.5018 0.0 0.0 0.2 0.0070
C -0.3893 1.5241 -1.9320 0.2 -0.2 -0.1 0.0082
C 1.3651 2.2560 -0.4652 0.3 0.2 -0.2 0.0107
C -2.8513 -3.1478 -1.8208 0.1 0.3 0.2 0.0048
C 4.6742 -0.8896 -0.0373 -0.6 0.8 -0.4 0.2032
C -1.8303 4.7372 -0.3829 -0.1 0.1 -0.3 0.0001
C 3.6988 0.3902 4.6574 0.0 0.3 0.1 0.2240
C -2.3868 6.1885 -2.2509 -0.1 -0.4 0.1 0.0000
C -3.2569 -2.3974 -0.7097 0.0 -0.1 -0.1 0.0011
C 3.0656 -2.3421 -0.8583 1.5 0.3 -0.7 0.1061
C -3.8092 4.3029 -1.6964 0.2 0.0 -0.1 0.0001
C 3.1524 -4.8322 1.4790 0.0 0.0 0.3 0.0161
C -4.1821 0.7491 -1.6953 -0.4 -0.2 -0.2 0.0000
C 4.3351 -2.2538 -0.1886 -0.5 -0.5 -0.8 0.2299
C -0.6238 -2.2197 -1.6336 -0.4 -0.1 -0.2 0.0086
C 4.6561 -6.2255 2.8100 -0.1 0.2 0.1 0.0146
C 2.6728 -1.0017 -1.2309 0.2 -0.1 -0.2 0.0144
C -2.3445 -1.5713 -0.0544 0.0 -0.1 -0.1 0.0068
C 3.4751 -1.8904 3.4934 -0.1 1.3 0.0 0.1682
C 2.3408 1.4131 2.8887 0.7 -1.3 0.8 -0.0146
C 4.0979 -4.0382 3.5693 0.5 0.2 -0.3 0.0022
C -4.5439 1.3598 -0.4883 -0.2 -0.4 0.2 0.0001
C 1.6706 3.3068 -1.3324 -0.2 -0.1 0.1 -0.0001
C 3.6239 -0.0942 -0.6203 1.4 -0.7 -1.1 0.1445
C 0.3892 1.3067 -0.7837 -0.1 -0.1 0.4 0.0350
H -7.2470 -0.3283 -2.7620 0.3 0.1 0.3 0.0000
H -1.1873 0.8238 -2.1885 0.3 0.2 0.1 0.0002
H 1.6134 2.0058 2.3426 0.4 0.0 0.0 -0.0008
H 4.9456 -3.1075 0.1071 -0.4 0.3 0.2 0.0084
H 2.5662 -3.2544 -1.1683 0.1 0.2 0.1 0.0108
H 3.6115 0.9814 -0.7565 0.0 -0.3 0.2 0.0111
H 5.5768 -0.5051 0.4372 -0.4 -0.1 0.0 0.0088
H -4.8381 -0.3807 -3.4122 -0.1 0.2 0.2 0.0000
H -1.1993 -3.6629 -3.1221 -0.1 0.1 0.2 -0.0001
H -2.1675 7.0616 -2.8716 -0.1 -0.3 0.2 0.0000
H 5.5073 -5.2928 4.6063 -0.2 -0.1 -0.3 0.0006
H 1.1668 4.2943 -3.1848 -0.1 -0.3 0.2 0.0004
H 1.8864 -0.7288 -1.9231 0.3 0.0 0.0 0.0028
H 0.4053 -2.1674 -1.9955 -0.4 0.0 0.0 0.0006
H 3.6614 -6.8754 0.9969 0.1 0.3 0.3 0.0005
H 4.2778 0.0845 5.5144 -0.1 0.5 0.1 0.0142
H 2.5168 -4.6439 0.6152 0.2 -0.3 0.1 0.0016
H -2.6557 -1.0163 0.8364 0.1 -0.1 -0.4 0.0009
H 4.6156 -2.6245 5.1214 -0.3 -0.2 -0.5 0.0034
H -6.1632 1.6788 0.9108 0.0 -0.1 -0.3 0.0000
H -7.9028 0.6717 -0.5685 0.4 0.0 -0.1 0.0000
H -3.1409 0.7541 -2.0231 -0.4 0.1 0.0 0.0000
H 2.4874 3.9885 -1.0904 -0.3 -0.1 -0.1 0.0000
H -4.7181 3.7276 -1.8927 0.3 0.1 0.0 0.0000
H -0.1566 -0.2916 1.7112 0.2 0.3 0.2 0.0585
H -4.2933 -2.4492 -0.3662 0.4 0.0 -0.1 0.0001
H -4.1513 2.9401 1.6884 -0.2 0.0 -0.3 0.0007
H -3.5630 -3.8010 -2.3250 0.2 0.2 0.1 0.0003
H -0.6458 6.4333 -1.0001 -0.3 -0.1 0.0 0.0000
H -0.7619 2.7821 -3.6499 0.3 -0.1 0.3 0.0002
H 5.1862 -7.1725 2.9324 -0.2 0.4 0.0 0.0006
H -1.1638 4.4984 0.4474 -0.1 0.0 -0.2 0.0000
H -4.1656 5.6447 -3.3512 0.1 0.0 0.3 0.0000
H 1.9374 2.1671 0.4607 -0.1 0.0 -0.4 0.0013
```
Forces are in eV/Å.



Asked for strongest force on any atom across the records above, the calculation gives 4.10; 3.31 eV Å⁻¹ in order.